(1)
This record from OMol25 describes a cluster of 4 separate species, C3H8N4O in total at a distorted geometry. The level of theory is ωB97M-V/def2-TZVPD.

Calculated values
- spin multiplicity = 1
- relative energy (zero: lowest compared OMol25 entry of this formula, charge and spin) (kcal per mole) = 262.8
- frontier orbital gap (eV) = 9.28
- HOMO (hartree) = -0.3302

```
16
Properties=species:S:1:pos:R:3:mulliken_charge:R:1
C -2.50158 -0.70125 0.14046 -0.684
C -2.45884 0.83894 -0.23461 0.046
C 1.25394 0.64012 0.02416 0.514
H -2.71099 -1.26312 -0.98933 0.216
H -3.52673 -0.94253 1.20811 0.289
H -1.19556 -1.01756 0.71590 0.358
H -3.45317 1.48611 -0.34344 0.314
H -0.40613 -0.76136 0.01986 -0.018
H 1.97992 -1.35731 -0.58073 0.315
H 3.85517 -0.87910 0.60326 0.258
H 3.32329 1.21156 0.27611 0.373
N -1.17154 1.17614 -0.45648 -0.596
N -0.14884 0.28013 -0.12701 0.125
N 2.10831 -0.37178 -0.14340 -0.024
N 3.51229 -0.21432 -0.34587 -0.838
O 1.54047 1.87532 0.23301 -0.647
```

=====

(2)
This record from OMol25 describes a structure of composition C15H39N4NaO8P at a distorted geometry. The level of theory is ωB97M-V/def2-TZVPD.

Calculated values
- spin multiplicity = 1
- charge = +1
- frontier orbital gap (eV) = 0.91
- HOMO (hartree) = -0.2411

```
68
Properties=species:S:1:pos:R:3:mulliken_charge:R:1
C -1.81425 5.63169 3.12622 -0.898
N -0.99273 4.39720 3.23717 0.184
C -1.81547 3.22605 2.91547 -0.929
C -0.35970 4.31225 4.50271 0.516
O 0.62017 4.93072 4.66708 -0.529
C -0.91205 3.50244 5.70367 -0.907
N -0.86149 2.04416 5.59507 -0.261
C 0.44159 1.49592 5.46540 0.274
O 0.95749 0.98258 6.34516 -0.396
O 0.97542 1.57882 4.20379 -0.121
P 2.64718 1.54938 4.09813 0.457
N 3.29345 2.90300 3.62042 -0.669
H -1.66513 6.06113 2.13792 0.311
H -1.59299 6.32778 3.92788 0.367
H -2.86789 5.33931 3.17914 0.307
H -2.17982 3.28711 1.89719 0.584
H -1.18121 2.35335 3.03714 -0.085
H -2.67242 3.13513 3.60178 0.336
H -1.93833 3.83022 5.87539 0.396
H -0.32129 3.78886 6.56852 0.452
H -1.50793 1.68379 4.90674 0.407
H 3.24659 1.20803 5.32437 0.146
H 2.96667 0.56276 3.13521 -0.062
H 2.58006 3.62113 3.49933 0.333
O -3.31246 1.13340 -0.04173 -0.565
C -2.32778 0.46169 -0.17015 0.669
O -1.22206 0.75663 0.52904 -0.264
C -0.05979 -0.07789 0.58775 -0.274
C 0.85454 0.18324 -0.59042 -0.556
C -2.27972 -0.66635 -1.18039 -0.735
H -0.33786 -1.12806 0.68098 0.350
H 0.45632 0.18719 1.50892 0.094
H 0.36759 -0.04952 -1.53812 -0.159
H 1.76083 -0.41603 -0.51131 0.349
H 1.13119 1.23812 -0.62688 0.364
H -2.05859 -0.24819 -2.16260 0.031
H -3.25874 -1.14218 -1.20353 0.441
H -1.55334 -1.44231 -0.94340 0.212
O 3.03384 3.73385 6.24757 -0.710
H 2.24695 3.93169 5.73513 0.258
C 0.33541 -3.69689 -3.86641 -0.958
N -0.45115 -3.44278 -5.12992 0.111
C -1.47644 -4.53339 -5.25494 -0.886
C 0.46959 -3.49572 -6.30350 -1.354
C -1.20361 -2.11789 -5.07564 -0.610
C -0.34742 -0.87089 -4.96603 -0.653
O 0.41842 -0.90865 -3.77101 -0.414
H 0.62051 -4.74877 -3.86308 0.348
H 1.23154 -3.09091 -3.87285 0.378
H -0.29505 -3.47066 -3.01184 0.399
H -0.96075 -5.48966 -5.30530 0.386
H -2.05260 -4.36786 -6.16328 0.386
H -2.12408 -4.49864 -4.38193 0.390
H 1.24563 -2.73879 -6.19349 0.571
H -0.11218 -3.31287 -7.21055 0.521
H 0.92960 -4.48828 -6.34238 0.262
H -1.86404 -2.19284 -4.21133 0.479
H -1.79843 -2.06380 -5.98749 0.371
H -1.00566 0.00130 -4.94191 0.391
H 0.31921 -0.76768 -5.82770 0.442
H 1.14717 -0.28192 -3.86421 0.281
C 3.14215 -3.16331 1.21967 -0.644
O 1.89297 -2.66071 0.73711 -0.359
H 3.90581 -2.41430 1.02790 0.234
H 3.08587 -3.35109 2.29307 0.276
H 3.40685 -4.08713 0.70043 0.287
H 1.22794 -3.33343 0.91478 0.237
Na 1.82589 -4.62050 -8.23992 0.410
```

=====

(3)
This record from OMol25 describes a structure of composition C30H24N4O2S3Ti. The level of theory is ωB97M-V/def2-TZVPD.

Calculated values
- spin multiplicity = 1
- relative energy (zero: lowest compared OMol25 entry of this formula, charge and spin) (kcal per mole) = 6.6
- frontier orbital gap (eV) = 6.72
- HOMO (hartree) = -0.2915

```
64
Properties=species:S:1:pos:R:3:mulliken_charge:R:1
Ti -0.68644 0.87011 -0.09906 -0.325
O -3.90857 -1.34775 -0.60264 -0.634
C -3.00412 -0.78764 -0.05343 0.146
O -2.42449 0.32956 -0.48480 -0.249
C -2.38546 -1.30322 1.22612 0.624
C -2.94867 -2.40748 1.88485 -0.967
C -2.34325 -2.84424 3.02604 -0.748
C -1.19653 -2.17935 3.51306 1.112
C -0.53228 -2.58235 4.69668 -0.904
C 0.56558 -1.90266 5.13418 -0.602
C 1.04549 -0.78630 4.41312 -0.856
C 0.43259 -0.37424 3.26612 0.046
C -0.70203 -1.07056 2.78725 -0.394
N -1.31580 -0.66476 1.63683 0.770
H -3.82762 -2.87287 1.46406 0.566
H -2.73105 -3.69664 3.57060 0.443
H -0.91328 -3.43520 5.24449 0.409
H 1.07117 -2.21213 6.03910 0.391
H 1.90792 -0.24618 4.78091 0.462
H 0.78393 0.49552 2.72862 0.333
C -0.35440 3.75321 -3.96061 -0.632
C -1.52321 3.53646 -3.24849 -0.844
C -1.52476 2.66481 -2.16664 -0.657
C -0.35604 2.00127 -1.76852 1.307
C 0.81354 2.24969 -2.49275 -0.083
C 0.81628 3.10921 -3.57971 -0.683
H -0.35473 4.41315 -4.81841 0.400
H -2.44118 4.02764 -3.54505 0.419
H -2.46532 2.49008 -1.65477 0.421
H 1.73243 1.73972 -2.22584 0.569
H 1.72886 3.27152 -4.14039 0.433
S -0.32417 -0.76881 -6.34455 -0.315
C 0.29182 -0.83828 -4.81992 0.246
S -0.66728 -1.12993 -3.39138 -0.113
C 0.73531 -0.87410 -2.40130 0.327
N 1.81683 -0.65233 -3.05109 -0.756
N 1.57628 -0.65286 -4.40138 0.707
C 2.68977 -0.33379 -5.23982 0.151
C 3.51053 0.72372 -4.87838 0.077
C 4.60578 1.03349 -5.66814 -0.847
C 4.87345 0.29256 -6.81065 -0.411
C 4.04847 -0.76762 -7.15625 -0.607
C 2.95297 -1.09045 -6.37003 -0.464
S 0.69922 -0.94327 -0.64407 -0.406
H 3.29332 1.28311 -3.97874 0.417
H 5.25004 1.85708 -5.38979 0.381
H 5.72743 0.53831 -7.42802 0.380
H 4.25803 -1.35300 -8.04163 0.371
H 2.30445 -1.91264 -6.63231 0.438
C 2.25859 2.26571 0.81460 -1.147
C 1.03546 2.67258 1.56801 -0.019
C 0.92677 3.54563 2.60673 -0.735
C -0.45301 3.60886 2.97881 -0.951
C -1.13587 2.76329 2.16041 0.514
C -2.59766 2.45574 2.12530 -1.172
N -0.23565 2.16297 1.27854 1.019
H 3.13203 2.71849 1.28171 0.449
H 2.22573 2.60231 -0.22271 0.159
H 2.40945 1.18246 0.80521 0.216
H 1.74215 4.09629 3.04923 0.544
H -0.88800 4.21713 3.75616 0.504
H -3.12454 3.12602 2.80243 0.421
H -2.81160 1.43066 2.43841 0.153
H -3.02786 2.59511 1.12975 0.192
```

=====

(4)
This record from OMol25 describes a cluster of 2 separate species, C4H7F2N2S in total. The level of theory is ωB97M-V/def2-TZVPD.

Calculated values
- spin multiplicity = 1
- relative energy (zero: lowest compared OMol25 entry of this formula, charge and spin) (kcal per mole) = 0.0
- charge = +1
- frontier orbital gap (alpha / beta) (eV) = 8.02 / 7.59
- HOMO (alpha / beta) (hartree) = -0.4509 / -0.4076

```
16
Properties=species:S:1:pos:R:3:mulliken_charge:R:1
C 0.98073 -0.86393 -0.38473 0.300
C 0.43549 -1.71258 0.71747 -0.467
C -1.22884 -0.29273 -0.55190 -0.534
C -1.74410 2.47631 0.71911 0.084
N 0.04335 -0.14853 -0.99616 -0.020
N 2.26640 -0.85706 -0.73481 -0.357
F -0.61383 2.79701 0.07658 -0.187
F -1.45889 1.93401 1.89817 -0.165
S -1.36702 -1.35807 0.77534 -0.022
H 0.57899 -2.77984 0.52475 0.393
H 0.88272 -1.47696 1.68677 0.377
H -2.05511 0.24001 -0.97439 0.565
H -2.51093 3.23636 0.72280 0.314
H 0.25097 0.49273 -1.75545 0.267
H 2.93933 -1.41995 -0.24356 0.239
H 2.60075 -0.26678 -1.48000 0.213
```

=====

(5)
This record from OMol25 describes a cluster of 3 separate species, C6H14ClN2O2 in total at a distorted geometry. The level of theory is ωB97M-V/def2-TZVPD.

Calculated values
- spin multiplicity = 1
- relative energy (zero: lowest compared OMol25 entry of this formula, charge and spin) (kcal per mole) = 44.4
- charge = -1
- frontier orbital gap (eV) = 6.02
- HOMO (hartree) = -0.1352

```
25
Properties=species:S:1:pos:R:3:mulliken_charge:R:1
Cl 1.23352 3.13576 4.23706 -0.996
C -4.08832 0.70434 2.36134 -1.026
C -4.00801 -0.58509 3.17594 0.665
O -5.00159 -1.34610 3.17134 -0.675
N -2.87927 -0.89392 3.76681 -0.214
C -2.75421 -2.07440 4.64834 -0.824
H -5.09567 1.07365 2.16912 0.285
H -3.53747 0.65478 1.42207 0.257
H -3.65340 1.48257 2.98848 0.356
H -2.23465 -0.13282 3.92583 0.299
H -2.57867 -2.94141 4.01149 0.237
H -3.62414 -2.19181 5.29452 0.276
H -1.94934 -1.93800 5.37061 0.359
C 4.37428 0.42455 -5.52997 -0.890
C 3.66216 0.94219 -4.25660 0.664
O 3.81344 2.14491 -3.98795 -0.637
N 3.04733 0.06005 -3.48826 -0.212
C 2.31540 0.34445 -2.23387 -0.837
H 3.98205 0.85625 -6.45077 0.254
H 4.23580 -0.65272 -5.62169 0.284
H 5.44236 0.64205 -5.52581 0.239
H 2.91537 -0.87903 -3.83585 0.230
H 2.80038 1.16229 -1.70091 0.314
H 2.33669 -0.51143 -1.55925 0.314
H 1.24594 0.51877 -2.35196 0.276
```

=====

(6)
This record from OMol25 describes a structure of composition C4H6N2O at a distorted geometry. The level of theory is ωB97M-V/def2-TZVPD.

Calculated values
- spin multiplicity = 1
- relative energy (zero: lowest compared OMol25 entry of this formula, charge and spin) (kcal per mole) = 64.8
- frontier orbital gap (eV) = 9.08
- HOMO (hartree) = -0.3043

```
13
Properties=species:S:1:pos:R:3:mulliken_charge:R:1
C 0.52829 -1.94400 -0.76427 -0.696
O 1.13597 -0.71681 -0.47022 -0.375
C 0.25999 0.15526 0.02806 0.460
C -1.08760 0.28173 -0.12613 -0.184
N -1.49566 1.46090 0.45304 -0.607
C -0.41640 2.01206 0.93104 -0.257
N 0.69770 1.24796 0.71266 -0.055
H -0.47079 -1.96231 -1.15573 0.251
H 0.16442 -2.43199 0.45050 0.275
H 1.13512 -2.22104 -1.68908 0.289
H -1.74170 -0.29623 -0.76410 0.329
H -0.35707 2.97944 1.40148 0.378
H 1.64774 1.43504 0.99275 0.193
```